# 1
The following is a quantum chemistry calculation of a structure of composition C39H33CoN15S, from the Open Molecules 2025 dataset.

Summary:
Charge: 0
HOMO (spin up / spin down): -6.0 / -6.0 eV
2S+1: 2
F_max: 1.2 eV Å⁻¹
Lowest unoccupied orbital energy (spin up / spin down): -1.93 / -1.92 eV
Molar mass: 802.8 g/mol
Orbital gap (spin up / spin down): 4.066 / 4.090 eV

```
89
Properties=species:S:1:pos:R:3:lowdin_charge:R:1
Co 0.06 -0.59 0.50 0.50
S 2.88 -1.84 -0.28 0.66
N -4.44 -0.56 0.60 0.14
N -1.00 -1.29 -0.91 0.08
N -2.21 -0.30 1.34 0.14
N 1.25 0.09 2.10 0.14
N -0.50 1.88 1.04 0.16
N -3.07 0.99 -0.40 0.08
N 1.31 2.56 2.32 0.23
N 1.68 -2.13 2.98 0.23
N 3.74 0.37 -1.55 0.02
N 0.40 0.71 -1.02 0.01
N -0.01 -2.37 1.28 0.08
N 2.95 -1.16 -2.88 0.02
N -1.94 1.70 -0.77 0.02
N -0.76 1.67 -2.93 -0.16
N -1.65 -3.44 -0.16 0.23
C 3.97 0.94 -2.85 -0.14
C 0.73 -4.97 3.74 -0.02
C 1.74 1.28 2.50 -0.21
C 1.94 -0.88 2.82 -0.32
C -3.48 -3.26 -2.73 -0.01
C 4.87 0.10 5.00 -0.07
C -0.67 -4.49 1.80 -0.11
C -1.71 -2.48 -1.00 -0.28
C -0.82 0.93 -1.66 -0.41
C 0.53 2.18 -3.31 -0.10
C 0.08 5.46 1.65 0.00
C -2.57 -2.38 -2.15 -0.10
C -0.87 -6.59 2.89 -0.09
C -0.26 4.17 1.30 -0.09
C 0.71 -2.78 2.35 -0.29
C -1.33 2.44 0.24 -0.21
C -0.83 -3.39 0.90 -0.27
C 3.39 -0.14 -3.80 -0.14
C -1.39 -0.46 -1.83 -0.10
C -0.63 6.50 1.06 -0.08
C -1.97 4.95 -0.23 -0.02
C -2.36 -1.09 -2.70 -0.09
C -4.17 -2.84 -3.85 -0.08
C -1.27 3.92 0.36 -0.08
C -3.96 -1.58 -4.40 -0.09
C 3.02 -0.28 3.57 -0.11
C 0.25 2.85 1.68 -0.25
C 4.00 -0.80 4.40 0.00
C 0.32 -4.12 2.72 -0.11
C 2.89 1.09 3.36 -0.12
C -1.63 6.25 0.14 -0.07
C -3.17 0.00 0.55 -0.51
C 3.20 -0.87 -1.59 -0.91
C 3.74 2.00 3.98 -0.02
C 4.74 1.48 4.79 -0.08
C -1.82 2.59 -3.28 -0.10
C -1.28 -5.75 1.88 -0.02
C -3.06 -0.69 -3.84 -0.02
C 0.12 -6.21 3.81 -0.09
H -0.39 7.52 1.33 0.10
H -1.77 3.53 -2.72 0.07
H -4.98 -0.52 -0.25 0.09
H -1.32 -7.57 2.98 0.10
H 2.56 -2.05 -3.13 0.13
H 3.63 3.06 3.83 0.11
H -2.89 0.28 -4.29 0.09
H -2.75 4.76 -0.95 0.11
H -2.17 7.08 -0.30 0.10
H -3.64 -4.25 -2.30 0.11
H -4.89 -3.51 -4.31 0.10
H -4.51 -1.29 -5.28 0.10
H -3.84 1.07 -1.06 0.14
H -2.49 -1.01 2.00 0.07
H 1.50 -4.68 4.44 0.11
H 1.29 1.43 -3.11 0.04
H 0.41 -6.90 4.59 0.10
H 4.09 0.73 -0.68 0.13
H 2.55 0.25 -4.39 0.10
H 0.92 1.57 -0.90 0.05
H -4.46 -1.47 1.03 0.10
H -1.74 2.81 -4.34 0.09
H 4.09 -1.87 4.56 0.11
H 5.04 1.10 -3.04 0.11
H 3.46 1.90 -2.97 0.10
H -2.80 2.15 -3.09 0.07
H 5.66 -0.26 5.64 0.10
H 0.52 2.40 -4.39 0.09
H 0.81 3.12 -2.79 0.09
H 5.43 2.15 5.28 0.10
H 4.15 -0.52 -4.49 0.11
H 0.87 5.65 2.37 0.12
H -2.03 -6.04 1.16 0.11
```

---

# 2
The following is a quantum chemistry calculation of a structure of composition C39H33F6Ti, from the Open Molecules 2025 dataset.

Summary:
Charge: -1
HOMO: -2.4 eV
2S+1: 1
F_max: 1.4 eV Å⁻¹
Lowest unoccupied orbital energy: 0.32 eV
Molar mass: 663.5 g/mol
Orbital gap: 2.696 eV

```
79
Properties=species:S:1:pos:R:3:lowdin_charge:R:1
Ti 0.46 1.04 2.91 0.78
F -4.13 -3.92 -6.25 0.10
F 5.18 1.35 -2.96 0.10
F -4.89 -1.95 -6.86 0.10
F -5.82 -3.02 -5.17 0.10
F 4.30 2.85 -4.31 0.11
F 4.44 3.26 -2.15 0.10
C -1.99 -2.82 0.58 -0.28
C -2.90 -4.96 1.34 -0.11
C -0.02 -0.97 3.92 -0.16
C -1.03 -0.08 -2.24 -0.10
C 4.27 1.40 0.76 -0.05
C -4.63 -2.74 -5.77 -0.54
C 0.28 0.46 -2.50 -0.20
C 1.72 0.31 4.80 -0.16
C -2.11 -4.24 0.47 -0.06
C 5.25 2.38 0.82 -0.10
C -0.49 3.22 2.78 -0.16
C 0.48 0.90 5.22 -0.17
C -2.51 -2.22 1.78 -0.06
C 1.88 2.28 -2.07 -0.03
C -1.86 -0.74 -3.18 -0.25
C -4.16 -1.33 -3.76 -0.04
C -0.67 1.69 1.05 -0.19
C 2.51 0.45 -3.51 -0.03
C 1.31 -0.18 -3.24 -0.02
C 0.62 1.74 -1.97 -0.05
C 4.18 2.28 -3.07 -0.52
C 2.83 1.66 -2.88 -0.16
C -1.38 -2.13 -0.50 0.07
C -1.40 -1.52 -4.27 -0.02
C -3.56 -4.32 2.41 -0.11
C 3.06 2.51 2.53 -0.09
C -1.67 1.37 2.02 -0.16
C -3.26 -0.71 -2.92 -0.04
C 1.40 -0.85 4.01 -0.16
C -0.60 0.11 4.67 -0.20
C 4.01 3.52 2.55 -0.10
C -3.67 -2.05 -4.85 -0.17
C -2.30 -2.16 -5.11 -0.03
C 5.12 3.46 1.70 -0.11
C 3.13 1.46 1.59 -0.29
C -1.56 2.32 3.08 -0.17
C -3.34 -2.95 2.62 -0.11
C 2.04 0.46 1.45 -0.17
C 0.05 2.86 1.50 -0.16
H 2.13 3.20 -1.55 0.12
H -0.19 4.08 3.38 0.11
H 5.88 4.24 1.74 0.09
H 2.72 0.64 5.08 0.11
H -3.62 -0.21 -2.02 0.12
H -1.58 0.37 -1.42 0.08
H 3.88 4.36 3.24 0.10
H -1.56 -4.73 -0.35 0.11
H -0.47 -1.55 -0.32 0.06
H -2.27 -1.18 2.00 0.06
H -2.46 0.64 1.86 0.09
H 6.12 2.32 0.16 0.10
H -1.94 -2.74 -5.94 0.11
H -1.67 -2.44 -1.49 0.05
H 2.38 -0.57 1.67 0.05
H 2.22 2.56 3.25 0.08
H -4.25 -4.87 3.05 0.09
H 3.22 0.01 -4.20 0.12
H -0.16 2.33 -1.48 0.11
H -0.34 -1.69 -4.42 0.08
H -2.23 2.40 3.93 0.11
H -0.49 1.13 0.14 0.06
H -1.66 0.25 4.87 0.11
H 4.36 0.58 0.06 0.12
H -0.57 -1.77 3.42 0.09
H 0.84 3.38 0.96 0.12
H -3.84 -2.44 3.45 0.10
H -3.05 -6.03 1.19 0.09
H 1.63 0.45 0.42 0.05
H 0.38 1.76 5.88 0.10
H 2.12 -1.53 3.56 0.11
H -5.23 -1.27 -3.57 0.12
H 1.18 -1.21 -3.60 0.09
```

---

# 3
The following is a quantum chemistry calculation of a structure of composition C39H34Cl5INO4ReTe, from the Open Molecules 2025 dataset.

Summary:
Charge: 0
HOMO (spin up / spin down): -8.1 / -8.1 eV
2S+1: 1
F_max: 0.9 eV Å⁻¹
Energy above the lowest of the compared OMol25 structures with the same formula, charge and spin: 3.2 kcal/mol
Lowest unoccupied orbital energy (spin up / spin down): -1.24 / -1.23 eV
Molar mass: 1198.7 g/mol
Orbital gap (spin up / spin down): 6.893 / 6.894 eV

```
86
Properties=species:S:1:pos:R:3:lowdin_charge:R:1
Re 1.32 0.28 1.46 1.12
I -0.37 -1.76 3.74 0.79
Te 0.05 -0.72 -0.41 1.76
Cl 7.74 -1.06 0.03 0.69
Cl 6.87 -0.28 2.90 0.68
Cl 5.72 -0.83 -2.32 0.68
Cl 2.87 0.10 -1.82 0.78
Cl 4.03 0.70 3.44 0.74
O 1.21 1.93 0.14 -0.25
O -0.45 1.19 2.12 -0.21
O 1.35 3.86 4.78 0.09
O 1.38 1.88 3.04 -0.13
N -0.16 0.95 -1.48 -0.18
C 0.03 3.29 -3.01 -0.03
C 0.31 -2.10 -2.01 -0.31
C 1.06 5.56 -1.79 -0.07
C -0.63 2.96 3.72 -0.06
C 1.53 -3.87 -3.04 -0.01
C 5.72 -0.23 1.62 -0.71
C -2.77 3.92 4.31 -0.08
C 0.82 -4.89 -5.22 -0.04
C 1.06 4.35 -1.11 -0.01
C 0.54 3.21 -1.72 -0.15
C 5.21 -0.47 -0.71 -0.71
C 3.90 -0.10 -0.44 -0.66
C -1.86 -1.24 -3.09 -0.05
C 2.40 -3.07 -0.87 -0.07
C -1.92 -1.29 0.13 -0.31
C -2.11 4.80 5.18 -0.07
C -0.45 -3.04 -4.07 0.00
C -0.74 4.76 5.32 0.00
C -4.25 -0.90 0.48 0.00
C 4.40 0.14 1.85 -0.66
C 0.13 1.99 2.95 -0.54
C 1.39 -2.98 -1.98 -0.31
C -4.46 -2.24 0.78 -0.25
C 0.56 5.63 -3.08 -0.09
C 0.63 -3.91 -4.09 -0.25
C 0.53 1.92 -0.96 -0.63
C -2.02 3.01 3.59 -0.01
C 1.57 -1.32 2.86 -0.83
C 6.13 -0.57 0.33 -0.71
C -5.82 -2.75 1.15 -0.04
C 3.39 0.13 0.85 -0.30
C -2.09 -2.64 0.46 -0.32
C -2.99 -0.39 0.16 -0.27
C 0.04 4.49 -3.69 -0.08
C -0.95 -3.63 0.50 -0.08
C 0.02 3.84 4.60 -0.25
C -0.64 -2.12 -3.04 -0.26
C -3.36 -3.09 0.78 -0.01
C -2.87 1.08 -0.11 -0.05
H 1.74 3.17 4.21 0.08
H -0.02 -3.17 0.87 0.03
H 0.56 6.58 -3.61 0.10
H -5.95 -3.78 0.85 0.08
H -5.96 -2.69 2.23 0.09
H 1.46 6.45 -1.32 0.10
H -1.17 -3.06 -4.88 0.12
H -1.18 -4.44 1.18 0.09
H -5.09 -0.22 0.50 0.12
H 0.00 -4.83 -5.93 0.08
H -1.94 1.50 0.27 0.05
H -0.35 4.55 -4.70 0.10
H -3.84 3.95 4.21 0.10
H 2.27 -2.33 -0.09 0.01
H 1.84 -2.28 2.41 -0.05
H 2.36 -4.06 -0.41 0.10
H 0.89 -5.91 -4.85 0.08
H 3.41 -2.94 -1.27 0.08
H 1.75 -4.67 -5.76 0.09
H -2.69 5.51 5.75 0.11
H -1.65 -0.24 -2.73 0.04
H -2.93 1.29 -1.18 0.09
H -2.66 -1.67 -2.48 0.09
H 2.37 -4.55 -3.03 0.13
H 1.46 4.28 -0.11 0.12
H -0.23 5.44 6.00 0.12
H -0.74 -4.05 -0.48 0.09
H -6.61 -2.15 0.68 0.08
H -2.23 -1.17 -4.11 0.08
H -3.70 1.61 0.37 0.08
H 2.19 -1.16 3.73 -0.08
H -3.49 -4.14 1.04 0.12
H -2.49 2.31 2.91 0.11
H -0.37 2.39 -3.47 0.11
```